Record 1
Here is a cluster of 5 separate species, H10O5 in total from OMol25. Energies are from ωB97M-V/def2-TZVPD.

Last columns: bonded neighbours and bond lengths (Å).
CARTESIAN COORDINATES (ANGSTROEM)
1 O -9.2919 6.9362 9.2237  H2 0.967, H3 0.960
2 H -8.3975 6.9849 8.8590  O1 0.967
3 H -9.3283 6.0947 9.6854  O1 0.960
4 O -10.1422 9.3010 5.4798  H5 0.964, H6 0.961
5 H -9.4759 9.6934 6.0562  O4 0.964
6 H -10.9174 9.1837 6.0354  O4 0.961
7 O -5.1663 4.1291 7.4986  H8 0.961, H9 0.963
8 H -5.6429 3.5413 6.9058  O7 0.961
9 H -5.7083 4.9248 7.5306  O7 0.963
10 O -6.7956 7.5751 7.8371  H11 0.961, H12 0.966
11 H -5.8590 7.7386 7.9796  O10 0.961
12 H -7.1611 8.4234 7.5527  O10 0.966
13 O -8.0612 10.2608 7.4552  H14 0.963, H15 0.963
14 H -8.6226 10.9100 7.8915  O13 0.963
15 H -7.2408 10.7297 7.2687  O13 0.963

Energy above the lowest of the compared OMol25 structures with the same formula, charge and spin: 22.28 kcal per mole
Electronic energy: -10399.88325 eV
LUMO level: 0.07 eV
HOMO: -10.964 eV
SMILES: O.O.O.O.O

Record 2
Here is a cluster of 5 separate species, H10O5 in total from OMol25. Energies are from ωB97M-V/def2-TZVPD.

Last columns: bonded neighbours and bond lengths (Å).
CARTESIAN COORDINATES (ANGSTROEM)
1 O 3.4686 2.6966 0.5967  H2 0.957, H3 0.957
2 H 3.3752 2.5719 -0.3477  O1 0.957
3 H 2.8896 3.4312 0.8002  O1 0.957
4 O 0.9148 2.5392 -2.4508  H5 0.957, H6 0.957
5 H 0.4038 3.3438 -2.3628  O4 0.957
6 H 0.8278 2.2994 -3.3734  O4 0.957
7 O -0.3752 -0.6545 0.8940  H8 0.957, H9 0.957
8 H 0.0437 -0.5432 1.7474  O7 0.957
9 H -0.2131 0.1711 0.4376  O7 0.957
10 O -4.1093 -1.0949 -0.1469  H11 0.957, H12 0.957
11 H -4.4578 -0.6980 0.6513  O10 0.957
12 H -3.1606 -1.0968 -0.0195  O10 0.957
13 O 0.3500 -4.6239 1.0758  H14 0.957, H15 0.957
14 H 0.4763 -3.6970 0.8730  O13 0.957
15 H -0.4337 -4.6448 1.6250  O13 0.957

Energy above the lowest of the compared OMol25 structures with the same formula, charge and spin: 29.54 kcal per mole
Electronic energy: -10399.56858 eV
LUMO level: 0.26 eV
HOMO: -11.352 eV
SMILES: O.O.O.O.O

Record 3
Here is a cluster of 5 separate species, H10O5 in total in a non-equilibrium geometry from OMol25. Energies are from ωB97M-V/def2-TZVPD.

Last columns: bonded neighbours and bond lengths (Å).
CARTESIAN COORDINATES (ANGSTROEM)
1 O 1.7249 -1.2463 0.5868  H2 1.008, H3 0.979
2 H 1.8493 -0.2470 0.5370  O1 1.008
3 H 1.5982 -1.4055 1.5442  O1 0.979
4 O 1.4707 1.3754 0.2538  H5 1.013, H6 0.953
5 H 0.6505 1.3700 -0.3415  O4 1.013
6 H 2.1037 1.8605 -0.2672  O4 0.953
7 O -0.7446 0.9797 -0.8218  H8 0.959, H9 1.024
8 H -1.2934 1.3829 -1.4964  O7 0.959
9 H -0.4109 0.0584 -1.1199  O7 1.024
10 O -0.3825 -1.5759 -1.1087  H11 1.010, H12 0.988
11 H -0.9730 -1.4965 -0.2932  O10 1.010
12 H 0.4536 -1.6888 -0.5952  O10 0.988
13 O -2.0938 -0.1446 1.2688  H14 0.945, H15 0.981
14 H -2.5569 0.2346 0.5380  O13 0.945
15 H -1.3959 0.5431 1.3152  O13 0.981

Energy above the lowest of the compared OMol25 structures with the same formula, charge and spin: 15.75 kcal per mole
Electronic energy: -10400.16648 eV
LUMO level: 0.43 eV
HOMO: -11.296 eV
SMILES: O.O.O.O.O

Record 4
Here is a cluster of 5 separate species, H10O5 in total from OMol25. Energies are from ωB97M-V/def2-TZVPD.

Last columns: bonded neighbours and bond lengths (Å).
CARTESIAN COORDINATES (ANGSTROEM)
1 O 2.3032 -0.6596 -1.2810  H2 0.957, H3 0.957
2 H 2.6490 -1.5498 -1.2158  O1 0.957
3 H 2.6707 -0.2033 -0.5241  O1 0.957
4 O 0.0339 0.4184 -0.3738  H5 0.957, H6 0.957
5 H 0.2537 1.2547 0.0367  O4 0.957
6 H 0.8549 0.1199 -0.7650  O4 0.957
7 O -0.0569 3.9437 0.2339  H8 0.957, H9 0.957
8 H -0.3879 4.7783 -0.0980  O7 0.957
9 H 0.1222 4.1076 1.1597  O7 0.957
10 O -1.7707 -0.8395 1.8168  H11 0.957, H12 0.957
11 H -1.3119 -0.5995 1.0116  O10 0.957
12 H -1.2810 -1.5878 2.1581  O10 0.957
13 O -1.7479 -3.0191 -0.7341  H14 0.957, H15 0.957
14 H -1.2396 -3.8192 -0.8671  O13 0.957
15 H -1.0919 -2.3446 -0.5579  O13 0.957

Energy above the lowest of the compared OMol25 structures with the same formula, charge and spin: 28.26 kcal per mole
Electronic energy: -10399.62387 eV
LUMO level: 0.24 eV
HOMO: -10.713 eV
SMILES: O.O.O.O.O

Record 5
Here is a cluster of 5 separate species, H10O5 in total in a non-equilibrium geometry from OMol25. Energies are from ωB97M-V/def2-TZVPD.

Last columns: bonded neighbours and bond lengths (Å).
CARTESIAN COORDINATES (ANGSTROEM)
1 O -0.3258 -0.1863 1.6965  H2 0.954, H3 0.955
2 H 0.5419 -0.4654 1.4140  O1 0.954
3 H -0.3831 0.6870 1.3140  O1 0.955
4 O 0.0069 1.8979 -0.2290  H5 0.988, H6 0.930
5 H 0.6386 1.2508 -0.6282  O4 0.988
6 H 0.5145 2.2833 0.4479  O4 0.930
7 O -0.0416 -1.9156 -0.4429  H8 0.976, H9 1.025
8 H -0.4902 -2.1423 0.3941  O7 0.976
9 H -0.4133 -0.9784 -0.6262  O7 1.025
10 O -1.8181 0.0842 -0.7571  H11 0.989, H12 0.954
11 H -1.9425 0.0810 0.2237  O10 0.989
12 H -1.5835 1.0092 -0.7730  O10 0.954
13 O 1.9915 0.0066 -0.4518  H14 0.966, H15 1.079
14 H 1.6472 -0.8830 -0.2985  O13 0.966
15 H 2.9675 0.0632 0.0056  O13 1.079

Energy above the lowest of the compared OMol25 structures with the same formula, charge and spin: 28.62 kcal per mole
Electronic energy: -10399.60832 eV
LUMO level: 0.23 eV
HOMO: -11.039 eV
SMILES: O.O.O.O.O

Record 6
Here is a cluster of 5 separate species, H10O5 in total in a non-equilibrium geometry from OMol25. Energies are from ωB97M-V/def2-TZVPD.

Last columns: bonded neighbours and bond lengths (Å).
CARTESIAN COORDINATES (ANGSTROEM)
1 O -1.5371 -2.5152 0.1259  H2 0.944, H3 1.000
2 H -0.9751 -1.7622 0.0319  O1 0.944
3 H -1.7671 -2.6482 1.0899  O1 1.000
4 O -0.0861 -0.3042 0.2179  H5 0.820, H6 0.885
5 H -0.5761 0.2888 0.5009  O4 0.820
6 H 0.0569 -0.0842 -0.6271  O4 0.885
7 O 0.8279 0.5508 -2.2751  H8 0.975, H9 1.051
8 H 1.5409 0.8758 -2.8561  O7 0.975
9 H 0.1339 1.0358 -2.8981  O7 1.051
10 O 2.4359 -0.7942 1.3589  H11 0.982, H12 0.934
11 H 1.6769 -0.4882 0.8159  O10 0.982
12 H 3.2089 -0.4952 0.9279  O10 0.934
13 O -1.5391 2.0258 0.8599  H14 0.937, H15 0.941
14 H -2.4121 1.9368 1.1889  O13 0.937
15 H -0.9891 2.3778 1.5379  O13 0.941

Energy above the lowest of the compared OMol25 structures with the same formula, charge and spin: 52.40 kcal per mole
Electronic energy: -10398.57744 eV
LUMO level: 0.21 eV
HOMO: -10.370 eV
SMILES: O.O.O.O.O

Record 7
Here is a cluster of 6 separate species, H11O5S in total in a non-equilibrium geometry from OMol25. Energies are from ωB97M-V/def2-TZVPD.

Last columns: bonded neighbours and bond lengths (Å).
CARTESIAN COORDINATES (ANGSTROEM)
1 S 0.0633 2.0909 -0.9398  H2 1.400
2 H 1.2471 2.0539 -1.6853  S1 1.400
3 H -0.0778 -0.2959 -2.1208  O5 0.987
4 H -0.5365 -1.3331 -0.9893  O5 0.993
5 O -0.4323 -1.2042 -1.9682  H3 0.987, H4 0.993
6 H 1.6787 -2.3428 1.4138  O8 0.921
7 H 0.3017 -2.7448 0.9305  O8 0.941
8 O 0.8762 -2.7122 1.6749  H6 0.921, H7 0.941
9 H 3.3392 0.4757 0.2481  O11 0.980
10 H 1.8752 0.5526 -0.5252  O11 1.018
11 O 2.6264 -0.0413 -0.1811  H9 0.980, H10 1.018
12 H 0.4483 0.5893 1.9960  O14 0.952
13 H -0.1347 1.9675 1.4787  O14 1.001
14 O -0.2818 1.1925 2.0950  H12 0.952, H13 1.001
15 H -3.1662 -0.5954 0.8529  O17 0.899
16 H -2.6551 -0.6989 -0.5230  O17 0.948
17 O -3.2052 -1.1202 0.1245  H15 0.899, H16 0.948

Energy above the lowest of the compared OMol25 structures with the same formula, charge and spin: 33.85 kcal per mole
Electronic energy: -21253.00500 eV
LUMO level: 3.45 eV
HOMO: -4.072 eV
Charge: -1

Record 8
Here is a cluster of 6 separate species, H11O5S in total from OMol25. Energies are from ωB97M-V/def2-TZVPD.

Last columns: bonded neighbours and bond lengths (Å).
CARTESIAN COORDINATES (ANGSTROEM)
1 S -0.8325 -0.2555 -1.8047  H2 1.325
2 H 0.1624 -0.7975 -2.4920  S1 1.325
3 H 1.1646 2.7917 -0.6953  O5 0.960
4 H 0.2538 1.5753 -0.5738  O5 0.970
5 O 0.9282 2.0818 -0.0942  H3 0.960, H4 0.970
6 H 2.7751 0.8931 5.1816  O8 0.963
7 H 2.0705 2.0607 5.7697  O8 0.962
8 O 2.8587 1.5251 5.9039  H6 0.963, H7 0.962
9 H 1.0274 -2.6027 -0.2806  O11 0.968
10 H 1.9345 -2.9583 -1.4686  O11 0.962
11 O 1.8220 -3.1003 -0.5233  H9 0.968, H10 0.962
12 H -1.4903 -1.9381 1.0416  O14 0.958
13 H -0.7242 -1.0482 0.0674  O14 1.002
14 O -0.6211 -1.5510 0.9275  H12 0.958, H13 1.002
15 H -3.0320 2.2197 -3.0841  O17 0.965
16 H -2.8177 0.9600 -2.3329  O17 0.977
17 O -3.5371 1.4646 -2.7598  H15 0.965, H16 0.977

Energy above the lowest of the compared OMol25 structures with the same formula, charge and spin: 23.62 kcal per mole
Electronic energy: -21253.44869 eV
LUMO level: 3.08 eV
HOMO: -4.317 eV
Charge: -1

> Among the records above, which one has the lowest energy above the lowest of the compared OMol25 structures with the same formula, charge and spin?

number 3

> Which formula does entry 7 have?

H11O5S

> Which formula does entry 6 have?

H10O5

> Number 8 is which compound?

H11O5S